one.
The following is a DFT calculation (the ωB97M-V functional and the def2-TZVPD basis) of an isolated ion of composition CH4NO2SSi and charge -1.

XYZ file:
```
10
Properties=species:S:1:pos:R:3
C -1.307 0.381 0.039
N 1.556 0.856 -0.369
O -1.675 1.536 0.019
O -2.204 -0.609 -0.171
Si 0.460 -0.255 0.411
S 0.415 -2.249 -0.038
H 2.513 0.538 -0.427
H 1.267 1.178 -1.279
H 0.673 0.079 1.985
H -1.698 -1.455 -0.168
```

## Properties
charge	-1
HOMO energy	-4.084	eV
spin multiplicity	1
orbital gap	7.824	eV
LUMO level	3.7	eV

two.
The following is a DFT calculation (the ωB97M-V functional and the def2-TZVPD basis) of a 2-piece molecular cluster, CH4NO2SSi overall.

XYZ file:
```
10
Properties=species:S:1:pos:R:3
C 2.798 0.042 -0.080
N -1.434 1.031 0.392
O 2.857 -0.740 0.792
O 3.028 0.879 -0.871
Si -0.425 -0.040 -0.555
S -1.416 -1.964 -0.301
H -2.367 0.905 0.766
H -1.012 1.793 0.832
H -0.727 0.229 -2.031
H -1.300 -2.134 1.056
```

## Properties
charge	-1
HOMO energy	-1.886	eV
spin multiplicity	1
orbital gap	5.555	eV
LUMO level	3.7	eV

It turns out one is the most stable, with the second structure 45.2 kcal/mol higher.

one.
The following is a DFT calculation (the ωB97M-V functional and the def2-TZVPD basis) of CH4Br2Si as an isolated structure.

XYZ file:
```
8
Properties=species:S:1:pos:R:3
C 0.797 -0.885 0.546
Si -0.575 0.304 -0.108
Br 2.427 -0.031 -0.042
Br -2.763 -0.089 -0.042
H 0.704 -1.854 0.165
H 1.021 -1.030 1.644
H -0.274 0.135 -1.505
H -0.463 1.291 0.963
```

## Properties
charge	0
HOMO energy	-10.213	eV
spin multiplicity	1
orbital gap	10.592	eV
LUMO level	0.4	eV

two.
The following is a DFT calculation (the ωB97M-V functional and the def2-TZVPD basis) of CH4Br2Si as an isolated structure.

XYZ file:
```
8
Properties=species:S:1:pos:R:3
C -0.656 0.578 -0.294
Si 0.542 -0.887 -0.040
Br -0.358 1.516 2.046
Br -0.167 1.929 -1.468
H -1.728 0.479 -0.211
H 0.700 -1.492 -1.366
H -0.144 -1.769 0.895
H 1.810 -0.354 0.438
```

## Properties
charge	0
HOMO energy	-9.884	eV
spin multiplicity	1
orbital gap	8.355	eV
LUMO level	-1.5	eV

three.
The following is a DFT calculation (the ωB97M-V functional and the def2-TZVPD basis) of a 2-piece molecular cluster, CH4Br2Si overall.

XYZ file:
```
8
Properties=species:S:1:pos:R:3
C 1.732 -0.213 0.604
Si -1.284 0.101 -0.687
Br -2.129 1.972 0.019
Br -2.469 -1.586 0.094
H 1.402 0.281 1.499
H 1.775 -1.277 0.767
H 1.985 0.419 -0.217
H -1.012 0.303 -2.078
```

## Properties
charge	0
HOMO energy (alpha / beta)	-7.817 / -8.888	eV
spin multiplicity	1
orbital gap (alpha / beta)	7.768 / 8.076	eV
LUMO level (alpha / beta)	0.0 / -0.8	eV

It turns out one is the most stable, with the second structure 36.9 kcal/mol higher.

one.
The following is a DFT calculation (the ωB97M-V functional and the def2-TZVPD basis) of a 3-piece molecular cluster, C5H13NO2 overall.

XYZ file:
```
21
Properties=species:S:1:pos:R:3
N 0.129 -2.743 0.972
C -1.210 -2.461 1.409
C -2.074 -1.750 0.690
C -1.867 -1.151 -0.645
C -0.921 -0.195 -0.663
C -1.620 -3.302 2.672
H 0.450 -3.655 1.245
H 0.787 -1.989 1.052
H -3.109 -1.704 1.029
H -2.522 -1.440 -1.470
H -0.799 0.410 -1.549
H -0.235 -0.101 0.177
H -0.820 -3.940 3.023
H -2.567 -3.736 2.391
H -1.650 -2.409 3.325
H 2.602 5.074 0.440
H 3.836 5.089 -0.418
O 2.909 4.806 -0.428
H 1.892 3.783 -3.393
H 2.688 4.776 -2.586
O 2.720 4.290 -3.421
```

## Properties
charge	0
HOMO energy	-8.038	eV
spin multiplicity	1
orbital gap	8.618	eV
LUMO level	0.6	eV

two.
The following is a DFT calculation (the ωB97M-V functional and the def2-TZVPD basis) of a 3-piece molecular cluster, C5H13NO2 overall.

XYZ file:
```
21
Properties=species:S:1:pos:R:3
C -1.311 1.473 -2.024
C -1.238 0.772 -0.654
C 0.097 0.475 -0.043
C 1.288 0.764 -0.603
C -0.820 -0.703 1.760
N 0.171 -0.135 1.207
H -1.973 0.981 -2.740
H -1.841 2.435 -2.016
H -0.311 1.676 -2.389
H -1.869 -0.132 -0.694
H -1.841 1.366 0.049
H 1.275 0.968 -1.667
H 2.233 0.674 -0.092
H -0.631 -1.119 2.749
H -1.815 -0.847 1.344
H 2.378 0.038 2.793
H 3.524 -0.834 2.022
O 3.161 0.052 2.231
H -0.845 -2.340 -0.483
H 0.519 -2.579 -0.100
O -0.151 -2.986 -0.650
```

## Properties
charge	0
HOMO energy	-9.214	eV
spin multiplicity	1
orbital gap	9.615	eV
LUMO level	0.4	eV

three.
The following is a DFT calculation (the ωB97M-V functional and the def2-TZVPD basis) of C5H13NO2 as an isolated structure.

XYZ file:
```
21
Properties=species:S:1:pos:R:3
C -1.838 0.492 -1.138
N -1.262 -0.547 -0.285
C -0.225 -0.029 0.615
C 0.838 0.705 -0.182
C 1.480 1.832 0.495
O 1.250 2.175 1.630
C 0.345 -1.172 1.457
H -1.119 0.784 -1.906
H -2.719 0.108 -1.634
H -2.131 1.402 -0.574
H -1.995 -0.938 0.303
H -0.669 0.684 1.309
H 1.047 0.439 -1.207
H 1.878 0.526 0.416
H 2.131 2.455 -0.145
H 1.120 -0.784 2.117
H 0.785 -1.930 0.806
H -0.437 -1.636 2.070
H -0.616 -3.083 -2.347
H -0.455 -1.804 -1.479
O 0.001 -2.366 -2.155
```

## Properties
charge	0
HOMO energy	-9.529	eV
spin multiplicity	1
orbital gap	10.367	eV
LUMO level	0.8	eV

four.
The following is a DFT calculation (the ωB97M-V functional and the def2-TZVPD basis) of a 2-piece molecular cluster, C5H13NO2 overall.

XYZ file:
```
21
Properties=species:S:1:pos:R:3
C -0.349 1.501 1.583
C 0.330 0.750 0.473
N -0.173 -0.469 0.127
C -1.613 -0.778 0.407
C -2.308 -1.642 -0.634
C 0.449 -1.219 -0.930
O 1.340 1.198 -0.037
H -0.602 2.476 1.172
H -1.082 1.044 2.221
H 0.440 1.877 2.241
H -1.523 -1.464 1.222
H -2.178 0.090 0.687
H -2.134 -1.298 -1.656
H -2.016 -2.689 -0.627
H -3.391 -1.559 -0.555
H 0.253 -2.276 -0.826
H 1.530 -1.081 -0.871
H 0.241 -0.925 -1.964
H 3.518 1.861 -0.786
H 4.931 2.271 -0.251
O 4.335 2.331 -0.995
```

## Properties
charge	0
HOMO energy	-9.323	eV
spin multiplicity	1
orbital gap	10.069	eV
LUMO level	0.7	eV

It turns out four is the most stable, with the second structure 38.7 kcal/mol higher.

one.
The following is a DFT calculation (the ωB97M-V functional and the def2-TZVPD basis) of a 2-piece molecular cluster, C5H13NO2 overall.

XYZ file:
```
21
Properties=species:S:1:pos:R:3
C -1.599 0.769 -0.598
C -2.284 0.423 -1.923
C -0.120 1.115 -0.626
N 0.376 1.303 0.733
C 1.355 0.311 1.212
C 0.682 -0.455 2.349
O 0.485 -1.638 2.281
H -1.811 0.005 0.157
H -2.128 1.605 -0.172
H -2.920 1.226 -2.314
H -2.765 -0.547 -1.837
H -1.612 0.415 -2.799
H -0.007 2.029 -1.218
H 0.438 0.376 -1.195
H 0.723 2.233 0.848
H 2.282 0.766 1.548
H 1.511 -0.423 0.419
H 0.440 0.187 3.213
H 1.565 -2.218 -1.677
H 0.371 -1.886 -2.605
O 1.203 -1.548 -2.256
```

## Properties
charge	0
HOMO energy	-8.865	eV
spin multiplicity	1
orbital gap	9.653	eV
LUMO level	0.8	eV

two.
The following is a DFT calculation (the ωB97M-V functional and the def2-TZVPD basis) of a 2-piece molecular cluster, C5H13NO2 overall.

XYZ file:
```
21
Properties=species:S:1:pos:R:3
C -1.071 -0.402 -0.405
C -2.354 -0.094 0.321
C -0.184 -1.441 0.338
N 1.204 -1.373 -0.277
C 2.066 -0.228 0.060
C 2.561 0.188 -1.282
O 3.115 1.261 -1.363
H -0.494 0.528 -0.532
H -1.270 -0.777 -1.534
H -3.174 -0.409 -0.334
H -2.475 0.909 0.536
H -2.155 -0.438 1.398
H -0.487 -2.594 0.129
H -0.170 -1.166 1.342
H 1.838 -2.220 -0.141
H 2.865 -0.642 0.841
H 1.706 0.582 0.631
H 2.149 -0.301 -2.127
H -1.322 2.576 1.453
H -1.528 3.017 0.178
O -0.821 3.024 0.769
```

## Properties
charge	0
HOMO energy	-9.028	eV
spin multiplicity	1
orbital gap	9.753	eV
LUMO level	0.7	eV

It turns out one is the most stable, with the second structure 39.1 kcal/mol higher.